Molecular formula: C19H24N6O4SSe2W
Method: DFT, ωB97M-V/def2-TZVPD

XYZ file:
```
57
Properties=species:S:1:pos:R:3:forces:R:3
W -0.14593 0.50739 0.47412 -0.3 0.0 0.1
N 3.36181 -2.22322 -0.31983 0.0 0.0 0.0
C 2.15899 -1.64041 -0.10060 0.1 -0.2 -0.1
S 2.09941 -0.34247 1.04153 0.0 0.1 0.1
N 1.15045 -2.10622 -0.78885 0.0 0.0 0.1
N -0.02790 -1.46681 -0.49123 0.1 0.1 0.0
C -1.10599 -2.06516 -0.88350 -0.1 0.0 0.0
C -1.12468 -3.37521 -1.57537 0.1 0.0 0.0
C -1.14325 -3.43787 -2.96399 0.0 0.0 0.0
C -1.19706 -4.66909 -3.59981 0.0 0.0 0.0
C -1.23503 -5.83735 -2.85151 0.0 0.0 0.0
C -1.21776 -5.77440 -1.46556 0.0 0.0 0.0
C -1.16343 -4.54476 -0.82577 0.0 0.0 0.0
C -2.34781 -1.38370 -0.55062 0.0 0.0 0.0
C -3.60653 -1.89778 -0.83485 0.0 0.0 0.0
C -4.71905 -1.17178 -0.45488 0.0 0.0 0.0
C -4.54907 0.04175 0.19686 0.0 0.0 0.0
C -3.27057 0.49599 0.44557 0.1 0.0 0.0
N -2.19167 -0.20338 0.07274 0.1 0.1 0.0
H 4.12931 -2.00553 0.28866 0.0 0.0 0.0
H 3.37679 -3.09103 -0.82833 0.0 0.0 0.0
H -1.11177 -2.52326 -3.54360 0.0 0.0 0.0
H -1.20947 -4.71456 -4.68092 0.0 0.0 0.0
H -1.27885 -6.79688 -3.35002 0.0 0.0 0.0
H -1.24606 -6.68348 -0.87928 0.0 0.0 0.0
H -1.14579 -4.48927 0.25604 0.0 0.0 0.0
H -3.69190 -2.84911 -1.33983 0.0 0.0 0.0
H -5.71140 -1.54722 -0.66567 0.0 0.0 0.0
H -5.39393 0.63972 0.50537 0.0 0.0 0.0
H -3.07358 1.43807 0.93519 0.0 0.0 0.0
O 2.77074 0.41217 5.39384 0.0 0.0 0.0
C 1.63942 1.23880 5.64636 0.0 0.0 0.0
C 0.77440 1.33324 4.38317 0.0 0.0 0.0
C -0.47587 2.14160 4.73402 0.0 0.0 0.0
O -0.18378 3.45973 5.19442 0.0 0.0 0.0
C 0.38535 -0.10493 4.01421 0.0 0.0 0.1
Se -1.04354 -0.39280 2.70731 0.0 0.0 -0.1
C 1.61816 2.03378 3.30970 0.0 0.0 0.0
Se 0.71339 2.59876 1.66672 0.0 0.0 -0.1
H 3.37112 0.47790 6.14057 0.0 0.0 0.0
H 1.96488 2.24439 5.93389 0.0 0.0 0.0
H 1.03576 0.81785 6.46264 0.0 0.0 0.0
H -1.06805 1.59298 5.47688 0.0 0.0 0.0
H -1.08810 2.25557 3.84227 0.0 0.0 0.0
H 0.01017 3.42465 6.13456 0.0 0.0 0.0
H 0.02015 -0.60955 4.91155 0.0 0.0 0.0
H 1.26632 -0.64669 3.67838 0.0 0.0 0.0
H 2.47947 1.41531 3.06405 0.0 0.0 0.0
H 1.99708 2.96864 3.72295 0.0 0.0 0.0
N 0.99180 1.15502 -1.40095 0.0 0.0 0.0
N 0.04521 1.66809 -2.31928 0.0 0.0 0.0
C -1.04162 2.34556 -1.70748 0.0 0.0 0.1
O -1.75772 3.04593 -2.38073 0.0 0.0 0.0
O -1.16322 2.09661 -0.43373 0.0 -0.1 -0.1
H 1.67456 1.85191 -1.09942 0.0 0.0 0.0
H 1.47536 0.36499 -1.81680 0.0 0.0 0.0
H 0.43058 2.18198 -3.09984 0.0 0.0 0.0
```
Forces are in eV/Å.

Computed properties:
- Electronic energy: -6636.14221 Ha
- Spin multiplicity: 3
- Orbital gap (spin up / spin down): 5.74 / 5.96 eV
- Energy relative to the best compared isomer or geometry (same formula, charge and spin): 0.0 kcal per mole